P | {
  "formula": "C4H8N4",
  "method": "ωB97M-V/def2-TZVPD",
  "species": ["C", "C", "C", "C", "N", "N", "N", "N", "H", "H", "H", "H", "H", "H", "H", "H"],
  "xyz": [[1.337, -1.891, 0.102], [2.114, -0.735, -0.098], [0.006, -0.293, 0.147], [1.280, 1.678, -0.054], [0.011, -1.590, 0.168], [1.193, 0.271, -0.132], [-3.200, -0.194, -0.255], [-2.265, 0.668, 0.124], [1.646, -2.965, 0.248], [3.140, -0.723, -0.278], [1.729, 2.169, 0.832], [1.800, 1.980, -0.943], [0.189, 1.931, -0.100], [-3.103, -0.467, -1.197], [-3.461, -0.955, 0.372], [-2.415, 1.116, 1.062]],
  "nbo_charge": [-0.08, -0.14, 0.44, -0.40, -0.55, -0.42, -0.54, -0.41, 0.21, 0.22, 0.20, 0.20, 0.23, 0.37, 0.36, 0.34],
  "gap_ev": [8.844, 8.100],
  "charge": 0,
  "homo_energy_ev": [-8.212, -8.025]
}

Q | {
  "formula": "C4H8N4",
  "method": "ωB97M-V/def2-TZVPD",
  "species": ["H", "N", "C", "N", "C", "N", "C", "N", "C", "H", "H", "H", "H", "H", "H", "H"],
  "xyz": [[-0.373, 2.286, -2.817], [-0.623, 1.348, -3.076], [-0.744, 0.727, -1.941], [-0.502, 1.387, -0.695], [-0.202, 0.913, 0.428], [0.259, -0.438, 0.552], [1.347, -0.927, -0.267], [0.423, -0.860, 1.857], [-0.629, -0.775, 2.503], [-1.081, -0.283, -1.835], [-0.399, 1.331, 1.416], [1.124, -1.968, -0.718], [1.379, -0.241, -1.185], [2.374, -0.862, 0.260], [-0.754, -1.157, 3.495], [-1.598, -0.480, 2.022]],
  "nbo_charge": [0.34, -0.61, 0.24, -0.54, 0.31, -0.33, -0.43, -0.23, -0.10, 0.16, 0.19, 0.21, 0.22, 0.22, 0.19, 0.16],
  "gap_ev": 9.664,
  "charge": 0,
  "smiles": "[H]/N=C\\N=C/N(C)N=C",
  "homo_energy_ev": -9.090
}

R | {
  "formula": "C4H8N4",
  "method": "ωB97M-V/def2-TZVPD",
  "species": ["C", "N", "C", "C", "N", "N", "C", "N", "H", "H", "H", "H", "H", "H", "H", "H"],
  "xyz": [[0.390, -0.501, 2.222], [0.677, -0.180, 0.868], [0.071, 1.057, 0.531], [0.468, 1.445, -0.747], [-0.082, 0.835, -1.727], [-1.004, -0.140, -1.552], [-0.892, -1.038, -0.657], [0.376, -1.265, 0.079], [0.606, 0.350, 2.831], [-0.804, -0.665, 2.417], [1.130, -1.507, 2.428], [0.268, 1.918, 1.364], [-1.087, 1.107, 0.569], [1.050, 2.224, -1.100], [-1.686, -1.878, -0.772], [0.521, -2.089, 0.488]],
  "nbo_charge": [-0.40, -0.29, -0.31, 0.04, -0.22, -0.29, 0.18, -0.48, 0.21, 0.16, 0.20, 0.23, 0.20, 0.21, 0.20, 0.38],
  "gap_ev": 9.023,
  "charge": 0,
  "smiles": "CN1CC=NN=CN1",
  "homo_energy_ev": -8.210
}

The most stable arrangement is Q, and the next structure is 0.0756 hartree less stable.

P | {
  "formula": "C5H12N2",
  "method": "ωB97M-V/def2-TZVPD",
  "species": ["C", "C", "C", "C", "C", "N", "H", "H", "H", "H", "H", "H", "H", "H", "H", "N", "H", "H", "H"],
  "xyz": [[-1.184, 1.074, 0.288], [0.088, 0.719, -0.485], [0.134, 1.470, -1.817], [0.193, -0.807, -0.725], [1.033, -1.504, 0.258], [1.977, -2.192, 0.507], [-1.213, 2.140, 0.512], [-2.068, 0.827, -0.304], [-1.237, 0.519, 1.225], [0.952, 1.033, 0.110], [-0.699, 1.171, -2.457], [0.065, 2.546, -1.655], [1.065, 1.270, -2.348], [-0.806, -1.256, -0.698], [0.619, -1.017, -1.707], [0.195, -1.432, 2.132], [-0.615, -1.959, 2.453], [0.339, -0.573, 2.660], [1.163, -2.028, 2.050]],
  "nbo_charge": [-0.60, -0.20, -0.60, -0.50, 0.36, -0.50, 0.21, 0.20, 0.21, 0.20, 0.20, 0.21, 0.21, 0.23, 0.25, -1.08, 0.38, 0.37, 0.45],
  "gap_ev": 9.933,
  "charge": 0,
  "smiles": "CC(C)CC#N.N",
  "homo_energy_ev": -9.043
}

Q | {
  "formula": "C5H12N2",
  "method": "ωB97M-V/def2-TZVPD",
  "species": ["C", "C", "C", "N", "N", "C", "C", "H", "H", "H", "H", "H", "H", "H", "H", "H", "H", "H", "H"],
  "xyz": [[0.409, 0.171, -0.267], [-0.984, 0.356, -0.421], [1.123, -1.007, -0.860], [1.114, 0.935, 0.591], [-0.255, 1.560, -1.996], [-1.236, -0.947, 1.053], [-0.904, -0.802, 2.323], [2.044, 0.671, 0.869], [0.693, 1.761, 0.984], [0.100, 1.081, -2.823], [0.426, 2.291, -1.788], [-1.511, -0.220, -1.161], [-1.475, 1.206, 0.025], [-1.925, -1.728, 0.736], [1.846, -0.649, -1.594], [0.424, -1.671, -1.361], [1.651, -1.571, -0.089], [-1.348, -1.391, 3.125], [-0.193, -0.047, 2.655]],
  "nbo_charge": [0.47, -0.30, -0.68, -0.78, -1.15, -0.28, -0.46, 0.40, 0.41, 0.32, 0.32, 0.24, 0.24, 0.18, 0.25, 0.24, 0.23, 0.19, 0.18],
  "gap_ev": [7.368, 7.367],
  "charge": 0,
  "homo_energy_ev": [-6.628, -6.628]
}

R | {
  "formula": "C5H12N2",
  "method": "ωB97M-V/def2-TZVPD",
  "species": ["C", "C", "C", "C", "N", "C", "N", "H", "H", "H", "H", "H", "H", "H", "H", "H", "H", "H", "H"],
  "xyz": [[-1.873, 0.297, 1.535], [-1.659, -0.767, 0.364], [-0.306, -0.629, -0.335], [1.047, -0.765, 0.442], [2.271, -0.609, -0.409], [2.253, 0.370, -1.351], [1.714, 1.634, -1.215], [-1.034, 0.177, 2.336], [-2.895, 0.033, 1.975], [-1.785, 1.315, 1.140], [-2.425, -0.398, -0.505], [-1.901, -1.861, 0.724], [-0.201, -1.405, -1.216], [-0.217, 0.400, -0.799], [1.142, 0.093, 1.069], [1.112, -1.643, 1.063], [2.348, 0.121, -2.426], [1.189, 1.789, -0.321], [1.221, 1.850, -2.070]],
  "nbo_charge": [-0.62, -0.40, -0.42, -0.24, -0.54, 0.30, -0.81, 0.20, 0.22, 0.20, 0.20, 0.21, 0.21, 0.18, 0.16, 0.20, 0.17, 0.39, 0.38],
  "gap_ev": 8.984,
  "charge": 0,
  "smiles": "CCCC/N=C\\N",
  "homo_energy_ev": -8.180
}

S | {
  "formula": "C5H12N2",
  "method": "ωB97M-V/def2-TZVPD",
  "species": ["H", "N", "C", "C", "H", "H", "H", "H", "C", "C", "N", "C", "H", "H", "H", "H", "H", "H", "H"],
  "xyz": [[1.425, 2.873, -0.472], [0.942, 2.280, 0.197], [-0.280, 2.512, 0.356], [-1.095, 1.710, 1.304], [-0.831, 3.304, -0.171], [-1.796, 1.095, 0.732], [-0.459, 1.060, 1.899], [-1.670, 2.369, 1.951], [-0.154, -2.956, 0.175], [0.229, -1.733, 0.539], [0.488, -0.671, -0.289], [0.611, -0.846, -1.711], [-0.391, -3.696, 0.917], [-0.235, -3.263, -0.851], [0.300, -1.481, 1.590], [1.011, 0.099, 0.103], [1.445, -1.507, -1.987], [0.768, 0.127, -2.172], [-0.309, -1.277, -2.110]],
  "nbo_charge": [0.35, -0.66, 0.17, -0.68, 0.15, 0.24, 0.23, 0.22, -0.57, 0.02, -0.63, -0.41, 0.20, 0.19, 0.19, 0.41, 0.18, 0.20, 0.19],
  "gap_ev": 8.631,
  "charge": 0,
  "smiles": "[H]/N=C/C.C=CNC",
  "homo_energy_ev": -7.678
}

The most stable arrangement is S, and the next structure is 0.0161 hartree less stable.